The following is a DFT calculation (ωB97M-V/def2-TZVPD) of a cluster of 6 separate species, C20H56N4O6 in total.

Multiplicity: 1
Relative energy (zero: lowest compared OMol25 entry of this formula, charge and spin) in kJ/mol: 403.11
SMILES: COC[C@H](C)N.COC[C@H](C)N.COC[C@H](C)N.COC[C@H](C)N.CCO.CCO
Max |F| in hartree/bohr: 0.08050
LUMO level in eV: 0.61
E_tot in eV: -39887.5081

Last column: Mulliken charge in e.
Cartesian coordinates (Å):
C 6.578 2.293 0.411  -0.801
O 7.853 1.889 -0.081  -0.329
C 8.931 2.556 0.523  -0.593
C 10.278 1.737 0.567  0.501
C 10.308 0.660 1.665  -1.385
N 11.507 2.522 0.499  -0.662
H 5.714 1.777 -0.008  0.281
H 6.401 3.352 0.226  0.334
H 6.384 2.191 1.479  0.331
H 9.065 3.567 0.138  0.329
H 8.768 2.780 1.577  0.277
H 10.350 1.074 -0.295  0.154
H 10.066 1.119 2.624  0.355
H 11.300 0.222 1.562  0.375
H 9.608 -0.168 1.555  0.319
H 11.783 2.788 1.434  0.255
H 11.347 3.416 0.059  0.260
C -3.850 -0.652 -2.083  -0.799
O -2.630 -1.111 -2.557  -0.269
C -1.560 -1.182 -1.596  -0.782
C -0.381 -2.009 -2.247  0.444
C 0.062 -1.395 -3.552  -1.361
N -0.849 -3.322 -2.655  -0.804
H -3.815 0.426 -1.926  0.300
H -4.212 -1.124 -1.169  0.297
H -4.609 -0.731 -2.862  0.251
H -1.175 -0.177 -1.422  0.362
H -1.879 -1.576 -0.631  0.433
H 0.378 -2.078 -1.467  0.314
H 0.797 -2.052 -4.018  0.423
H 0.598 -0.467 -3.356  0.324
H -0.781 -1.175 -4.207  0.305
H -1.743 -3.149 -3.092  0.295
H -0.297 -3.742 -3.389  0.267
C -4.628 1.619 -7.892  -0.783
O -4.227 2.324 -6.732  -0.252
C -4.005 3.632 -6.968  -0.760
C -3.407 4.348 -5.732  0.582
C -3.426 5.902 -5.830  -1.439
N -2.008 3.972 -5.639  -0.713
H -5.513 2.010 -8.395  0.322
H -4.952 0.701 -7.402  0.236
H -3.763 1.464 -8.537  0.325
H -3.457 3.832 -7.889  0.297
H -5.013 3.983 -7.189  0.371
H -3.745 3.995 -4.758  0.248
H -3.000 6.296 -6.753  0.335
H -2.876 6.302 -4.979  0.411
H -4.450 6.275 -5.798  0.361
H -1.868 2.981 -5.777  0.223
H -1.378 4.397 -6.304  0.236
C -2.674 0.836 8.800  -0.709
O -2.252 0.058 7.695  -0.382
C -3.108 -0.117 6.557  -0.766
C -3.172 1.135 5.712  0.609
C -4.001 0.930 4.448  -1.246
N -1.926 1.739 5.289  -0.755
H -2.778 1.896 8.568  0.284
H -1.986 0.793 9.644  0.269
H -3.706 0.617 9.075  0.320
H -2.666 -0.913 5.957  0.389
H -4.096 -0.402 6.917  0.332
H -3.585 1.783 6.484  0.163
H -3.784 -0.049 4.019  0.299
H -4.067 1.734 3.716  0.340
H -5.044 0.798 4.735  0.358
H -1.869 2.729 5.097  0.238
H -1.328 1.629 6.095  0.257
C 6.202 -3.348 1.990  -1.129
C 6.855 -4.679 2.389  -0.101
O 5.994 -5.247 3.424  -0.520
H 6.116 -2.682 2.849  0.333
H 5.146 -3.421 1.731  0.326
H 6.727 -2.710 1.280  0.328
H 7.878 -4.565 2.748  0.208
H 6.991 -5.437 1.618  0.264
H 5.761 -4.528 4.016  0.292
C -8.216 -6.593 1.195  -0.949
C -7.855 -5.059 0.985  -0.276
O -9.030 -4.562 0.355  -0.511
H -7.429 -7.089 1.763  0.349
H -8.287 -7.180 0.279  0.288
H -9.044 -6.783 1.878  0.270
H -6.887 -4.844 0.532  0.286
H -7.947 -4.694 2.008  0.230
H -9.513 -4.066 1.020  0.313

=====

The following is a DFT calculation (ωB97M-V/def2-TZVPD) of a cluster of 6 separate species, C20H56N4O8 in total.

Multiplicity: 1
Relative energy (zero: lowest compared OMol25 entry of this formula, charge and spin) in kJ/mol: 582.76
SMILES: COC[C@H](C)N.COC[C@H](C)N.COC[C@H](C)N.COC[C@H](C)N.OCCO.OCCO
Max |F| in hartree/bohr: 0.08134
LUMO level in eV: 0.69
E_tot in eV: -43984.3484

Last column: Mulliken charge in e.
Cartesian coordinates (Å):
C -3.892 -1.645 0.942  -0.533
O -4.154 -0.662 -0.075  -0.388
C -2.944 -0.089 -0.522  0.511
C -3.275 0.554 -1.823  1.223
C -4.263 1.783 -1.728  -0.572
N -3.792 -0.270 -2.849  -0.680
H -3.742 -2.578 0.439  0.332
H -4.819 -1.788 1.506  0.273
H -3.036 -1.397 1.588  0.009
H -2.432 0.607 0.214  -0.366
H -2.179 -0.832 -0.754  0.274
H -2.378 0.928 -2.292  -0.595
H -5.268 1.377 -1.496  0.448
H -4.359 2.290 -2.682  0.428
H -4.003 2.383 -0.869  -0.654
H -3.218 -1.026 -3.285  0.223
H -4.675 -0.727 -2.639  0.256
C 4.005 -2.046 -0.771  -0.235
O 4.453 -2.930 0.300  -0.431
C 4.709 -2.210 1.474  -1.329
C 3.444 -1.983 2.317  2.935
C 3.697 -1.202 3.533  -1.221
N 2.727 -3.220 2.685  -0.624
H 3.532 -2.625 -1.541  0.211
H 4.825 -1.550 -1.231  0.435
H 3.396 -1.240 -0.381  -0.099
H 5.517 -2.716 2.020  0.366
H 5.094 -1.218 1.295  0.414
H 2.748 -1.406 1.695  -1.672
H 4.388 -0.297 3.331  0.317
H 4.184 -1.865 4.230  0.428
H 2.782 -0.935 4.114  0.071
H 2.806 -3.918 1.954  0.235
H 2.963 -3.593 3.587  0.197
C -1.740 -0.490 6.527  -0.721
O -1.160 -1.131 5.396  -0.385
C 0.066 -0.598 4.916  -1.072
C -0.138 -0.413 3.400  0.919
C -1.299 0.531 3.016  -0.397
N -0.300 -1.638 2.642  -0.344
H -1.934 0.562 6.227  0.310
H -1.198 -0.599 7.495  0.262
H -2.678 -0.911 6.759  0.263
H 0.246 0.460 5.258  0.400
H 0.967 -1.190 5.188  0.369
H 0.836 -0.040 3.080  0.064
H -2.329 0.172 3.185  0.339
H -1.194 0.829 1.947  -0.816
H -1.273 1.491 3.581  0.420
H 0.528 -2.257 2.678  0.107
H -1.063 -2.193 2.987  0.272
C 0.296 2.622 -4.876  -0.869
O 0.434 1.267 -4.468  -0.341
C 0.597 0.211 -5.417  -0.756
C 1.065 -1.077 -4.661  0.514
C 2.556 -0.834 -4.252  -1.399
N 1.061 -2.218 -5.564  -0.574
H -0.571 2.615 -5.610  0.309
H 1.111 3.055 -5.476  0.282
H 0.102 3.302 -4.041  0.253
H -0.356 0.062 -5.910  0.443
H 1.404 0.448 -6.097  0.266
H 0.453 -1.274 -3.792  0.258
H 2.686 0.012 -3.563  0.256
H 3.194 -0.695 -5.133  0.402
H 2.891 -1.751 -3.776  0.383
H 0.070 -2.558 -5.778  0.235
H 1.726 -2.337 -6.274  0.163
O -3.420 3.616 1.242  -0.551
C -2.247 4.380 0.966  -0.919
C -1.065 3.617 0.341  0.597
O -1.440 3.219 -0.962  -0.439
H -3.865 3.369 0.399  0.257
H -2.434 5.319 0.494  0.361
H -1.877 4.781 1.934  0.387
H -0.764 2.740 0.970  -0.311
H -0.139 4.276 0.216  0.276
H -0.808 2.530 -1.255  0.401
O 0.586 -0.980 -0.166  -0.510
C 1.094 0.299 0.170  1.237
C 1.435 1.014 -1.128  -0.138
O 0.233 1.250 -1.763  0.033
H 0.010 -1.338 0.519  0.381
H 0.419 0.943 0.741  -1.038
H 2.053 0.152 0.712  0.092
H 2.089 0.322 -1.686  -0.404
H 1.980 1.924 -0.893  0.243
H 0.262 1.173 -2.730  0.042

=====

The following is a DFT calculation (ωB97M-V/def2-TZVPD) of a cluster of 8 separate species, C20H56O8 in total.

Multiplicity: 1
Relative energy (zero: lowest compared OMol25 entry of this formula, charge and spin) in kJ/mol: 90.65
SMILES: CC(C)O.CC(C)O.CC(C)O.CC(C)O.CC(C)O.CC(C)O.CO.CO
Max |F| in hartree/bohr: 0.05934
LUMO level in eV: 0.59
E_tot in eV: -38026.2752

Last column: Mulliken charge in e.
Cartesian coordinates (Å):
C -5.283 -0.971 0.685  -1.143
C -4.429 -2.254 0.857  1.356
C -5.118 -3.526 1.223  -1.422
O -3.749 -2.393 -0.359  -0.618
H -5.867 -0.670 1.558  0.334
H -5.888 -1.152 -0.240  0.354
H -4.531 -0.194 0.373  0.153
H -3.673 -2.070 1.684  -0.313
H -4.500 -4.422 1.311  0.365
H -5.947 -3.833 0.514  0.282
H -5.551 -3.473 2.254  0.359
H -3.307 -3.239 -0.276  0.198
C -2.552 0.735 3.735  -1.443
C -2.626 1.274 2.343  0.844
C -2.362 2.818 2.304  -1.271
O -1.674 0.594 1.560  0.228
H -1.529 0.920 4.104  0.296
H -2.749 -0.357 3.784  0.246
H -3.241 1.218 4.485  0.375
H -3.567 1.095 1.934  0.225
H -2.254 3.146 1.237  0.166
H -1.476 2.983 2.872  0.278
H -3.183 3.295 2.828  0.456
H -2.049 0.334 0.672  -0.231
C 1.652 2.022 2.161  -1.088
C 2.276 1.015 1.245  0.190
C 1.220 0.315 0.379  0.257
O 3.272 1.580 0.317  -0.416
H 2.340 2.408 2.854  0.551
H 0.841 1.458 2.641  0.151
H 1.023 2.656 1.578  0.077
H 2.874 0.332 1.854  0.440
H 0.689 1.146 -0.190  -0.211
H 0.535 -0.216 1.025  -0.288
H 1.635 -0.423 -0.275  0.051
H 3.923 1.986 0.831  0.226
C 1.535 5.358 -2.175  -1.619
C 0.885 4.124 -1.688  1.591
C -0.284 4.435 -0.765  -0.924
O 0.398 3.447 -2.845  -0.647
H 0.746 5.887 -2.719  0.339
H 2.385 5.100 -2.789  0.334
H 1.845 5.904 -1.352  0.414
H 1.531 3.445 -1.165  -0.451
H -0.924 3.536 -0.841  -0.150
H -0.762 5.324 -1.153  0.431
H -0.094 4.608 0.301  0.318
H 0.889 2.633 -2.928  0.381
C 3.709 -1.691 -2.405  -1.103
C 4.514 -1.452 -1.159  1.185
C 5.605 -2.505 -0.869  -1.514
O 5.176 -0.246 -1.275  -0.625
H 3.180 -2.694 -2.435  0.289
H 4.389 -1.704 -3.291  0.326
H 2.916 -1.014 -2.572  0.151
H 3.797 -1.400 -0.335  -0.188
H 6.122 -2.194 0.072  0.360
H 6.279 -2.613 -1.701  0.362
H 5.113 -3.432 -0.666  0.370
H 4.583 0.466 -0.946  0.353
C -0.599 -2.871 1.711  -0.607
C -0.476 -3.978 0.680  0.715
C 0.333 -5.176 1.181  -1.728
O -1.761 -4.432 0.271  -0.487
H 0.370 -2.898 2.240  0.507
H -1.394 -3.173 2.410  0.292
H -0.888 -1.911 1.356  -0.357
H -0.002 -3.611 -0.231  0.145
H 0.326 -5.962 0.439  0.499
H -0.065 -5.636 2.077  0.435
H 1.378 -4.864 1.357  0.388
H -1.796 -5.354 0.495  0.259
C 3.193 2.034 -3.284  -0.485
O 2.158 1.101 -3.659  -0.506
H 3.010 2.988 -3.762  0.413
H 3.131 2.198 -2.196  0.004
H 4.203 1.637 -3.575  0.318
H 2.251 0.920 -4.642  0.270
C -1.874 0.547 -2.031  -0.305
O -2.336 -0.216 -0.951  -0.530
H -2.665 0.990 -2.633  0.345
H -1.333 1.361 -1.514  -0.146
H -1.173 -0.050 -2.766  0.194
H -2.705 -1.103 -1.134  0.369

=====

The following is a DFT calculation (ωB97M-V/def2-TZVPD) of a structure of composition C20H58CrCu3N2O16P2.

Multiplicity: 5
Max |F| in hartree/bohr: 0.09598
LUMO level (alpha / beta) in eV: 1.75 / 1.75
E_tot in eV: -238347.0782
Charge: -1

Last column: Mulliken charge in e.
Cartesian coordinates (Å):
Cr 28.784 15.407 21.825  -0.673
Cu 27.820 12.303 21.700  0.142
Cu 29.238 13.522 18.267  0.590
Cu 25.161 14.438 21.676  0.481
P 29.137 13.669 23.826  0.714
O 30.084 14.758 23.163  -0.330
O 29.237 12.180 23.371  -0.644
O 27.825 14.210 23.210  -0.561
O 28.796 13.746 25.308  -0.824
P 27.325 14.426 19.803  1.417
O 27.083 15.643 20.809  -0.890
O 27.506 14.886 18.360  0.220
O 26.310 13.315 20.110  -1.462
O 28.730 14.025 20.371  1.222
C 21.747 12.546 19.152  -1.540
C 23.160 13.072 19.374  0.572
O 23.730 12.287 20.437  -0.518
H 21.250 13.153 18.395  0.380
H 21.255 12.483 20.122  0.341
H 21.811 11.522 18.777  0.330
H 23.155 14.126 19.659  0.038
H 23.754 12.902 18.472  0.000
H 24.681 12.327 20.281  0.340
C 31.185 13.600 15.500  -0.934
C 30.934 15.064 15.759  -0.308
O 30.172 15.202 16.981  -0.247
H 30.227 13.083 15.454  0.134
H 31.877 13.138 16.212  0.131
H 31.769 13.433 14.588  0.443
H 30.357 15.478 14.931  0.292
H 31.864 15.610 15.941  0.398
H 29.440 15.811 16.774  0.031
C 26.673 13.228 14.221  -1.423
C 26.932 14.172 15.361  0.901
O 25.923 14.031 16.349  -0.626
H 25.809 13.519 13.617  0.383
H 26.351 12.247 14.587  0.247
H 27.517 13.047 13.553  0.314
H 26.888 15.207 14.988  0.189
H 27.926 14.051 15.818  -0.663
H 26.380 14.399 17.145  0.262
C 26.285 10.164 17.066  -1.090
C 27.501 10.449 17.936  -0.233
O 27.587 11.871 18.167  0.566
H 25.469 10.843 17.314  0.174
H 26.057 9.097 17.073  0.386
H 26.505 10.414 16.025  0.216
H 28.426 10.248 17.391  0.351
H 27.568 9.924 18.890  0.170
H 26.884 12.156 18.788  -0.274
C 23.422 18.692 19.484  -1.533
C 24.654 17.798 19.441  0.922
O 24.746 17.071 20.643  -0.546
H 23.418 19.437 18.678  0.388
H 23.401 19.283 20.402  0.376
H 22.493 18.141 19.336  0.325
H 25.541 18.416 19.239  -0.374
H 24.535 17.206 18.519  0.135
H 25.603 16.606 20.541  0.133
C 27.834 19.559 17.332  -1.316
C 28.540 18.207 17.472  0.548
O 27.749 17.171 16.959  -0.616
H 26.888 19.591 17.867  0.175
H 27.592 19.726 16.280  0.371
H 28.516 20.338 17.684  0.392
H 28.801 18.151 18.543  -0.372
H 29.563 18.248 17.069  0.325
H 27.578 16.504 17.671  0.139
C 32.575 10.675 19.303  -1.545
C 31.221 11.371 19.162  0.461
C 30.326 10.975 20.325  0.103
O 30.058 9.589 20.212  -0.464
C 29.334 9.066 21.296  -0.643
N 31.398 12.841 19.245  -0.527
H 32.470 9.591 19.308  0.335
H 32.995 11.042 20.240  0.369
H 33.218 10.938 18.458  0.430
H 30.667 11.137 18.250  -0.011
H 29.357 11.494 20.289  -0.792
H 30.787 11.199 21.296  0.742
H 29.644 9.533 22.242  0.313
H 29.573 8.012 21.428  0.278
H 28.259 9.257 21.208  0.149
H 32.257 13.080 18.771  0.228
H 31.347 13.153 20.209  0.194
C 28.504 19.662 21.864  -1.763
C 28.804 18.182 21.684  0.872
C 30.205 17.956 21.096  -0.867
O 30.314 16.564 20.807  0.295
C 31.338 16.281 19.875  0.199
N 28.580 17.354 22.875  -0.324
H 29.167 20.116 22.608  0.412
H 27.493 19.733 22.270  0.446
H 28.594 20.211 20.928  0.322
H 28.079 17.799 20.956  -0.253
H 30.927 18.281 21.853  0.451
H 30.289 18.537 20.177  0.479
H 31.174 16.828 18.944  0.188
H 31.349 15.221 19.647  -0.759
H 32.320 16.554 20.272  0.380
H 27.730 17.728 23.303  0.380
H 29.229 17.568 23.639  0.321

=====

The following is a DFT calculation (ωB97M-V/def2-TZVPD) of a structure of composition C20H58N3O11Zn.

Multiplicity: 1
Relative energy (zero: lowest compared OMol25 entry of this formula, charge and spin) in kJ/mol: 0.00
Max |F| in hartree/bohr: 0.09180
LUMO level in eV: -2.76
E_tot in eV: -97082.7336
Charge: +1

Last column: Mulliken charge in e.
Cartesian coordinates (Å):
Zn -2.669 11.161 21.673  -0.372
O -4.845 11.532 18.190  -0.193
C -5.044 11.508 19.468  -0.618
O -4.102 11.379 20.240  2.101
O -6.177 11.616 19.843  -1.193
H -5.743 11.777 17.957  0.267
C -6.019 11.045 15.301  -1.219
C -6.936 12.273 15.615  0.720
C -8.288 12.297 14.955  -1.672
O -7.118 12.422 17.009  -0.421
H -6.326 10.171 15.875  0.223
H -4.993 11.369 15.479  0.239
H -6.090 10.732 14.260  0.456
H -6.427 13.178 15.283  0.131
H -8.794 13.229 15.206  0.444
H -9.010 11.500 15.133  0.417
H -8.222 12.405 13.872  0.413
H -8.021 12.152 17.189  0.228
C -5.530 10.411 24.913  -1.361
C -4.873 11.074 23.603  1.107
C -4.158 12.492 23.779  -0.978
O -3.374 12.765 22.656  -0.012
C -3.285 14.136 22.439  -0.587
N -4.026 10.141 22.999  -0.056
H -4.749 9.824 25.396  0.460
H -6.446 9.854 24.710  0.246
H -5.697 10.992 25.820  0.395
H -5.695 11.260 22.913  -0.600
H -3.575 12.422 24.697  0.501
H -4.988 13.175 23.966  0.450
H -2.925 14.679 23.313  0.347
H -4.188 14.539 21.981  0.054
H -2.603 14.241 21.596  0.129
H -4.610 9.385 22.671  -0.058
H -3.712 9.602 23.794  0.297
C -5.599 8.192 19.937  -0.793
C -5.216 6.893 20.671  0.282
C -4.993 5.634 19.582  -0.814
O -4.666 4.429 20.111  -0.376
C -5.589 4.050 21.255  -0.753
N -4.024 7.079 21.542  -0.333
H -6.237 8.007 19.073  0.515
H -4.707 8.664 19.524  -0.123
H -5.967 8.940 20.639  -0.126
H -6.073 6.591 21.273  0.232
H -4.219 5.945 18.881  0.325
H -5.892 5.628 18.966  0.492
H -6.615 4.127 20.893  0.370
H -5.664 4.607 22.189  0.257
H -5.336 3.013 21.477  0.296
H -4.354 7.265 22.479  0.237
H -3.524 6.202 21.548  0.278
C -0.619 7.797 22.177  -1.627
C -0.806 8.636 20.911  0.423
C -0.800 7.686 19.624  -0.786
O -1.151 8.546 18.516  -0.212
C -1.489 7.867 17.385  -0.722
N -2.076 9.336 20.847  0.456
H -1.235 6.908 22.313  0.241
H -0.569 8.365 23.106  0.381
H 0.298 7.214 22.253  0.470
H 0.027 9.339 20.874  0.326
H -1.592 6.943 19.725  0.256
H 0.218 7.354 19.421  0.486
H -0.654 7.536 16.768  0.277
H -2.001 8.649 16.825  0.220
H -2.172 7.036 17.564  0.261
H -2.343 9.262 19.876  0.208
H -2.748 8.678 21.215  0.016
C -0.871 11.806 19.089  -0.725
O -1.413 12.389 20.343  -0.384
H -1.706 11.467 18.476  0.151
H -0.271 12.487 18.485  0.499
H -0.126 11.042 19.315  0.228
H -0.939 13.214 20.469  0.228
C -8.658 10.647 22.783  -0.042
O -8.665 11.983 23.127  -0.625
H -8.358 10.049 23.644  0.126
H -9.662 10.350 22.479  0.305
H -7.894 10.640 22.006  -0.160
H -8.196 12.541 22.502  0.354
C -7.131 14.202 21.909  -0.128
O -7.942 13.556 20.961  -0.638
H -7.640 14.533 22.814  0.403
H -6.359 13.490 22.201  -0.379
H -6.686 15.078 21.438  0.333
H -7.417 12.834 20.607  0.686
C -4.432 14.940 18.900  0.008
O -3.098 14.443 19.009  -0.559
H -4.446 15.997 18.638  0.339
H -4.921 14.272 18.191  -0.070
H -4.951 14.793 19.848  -0.136
H -3.114 13.539 18.688  0.258